{"formula": "C46H24N10SSn", "method": "the ωB97M-V functional and the def2-TZVPD basis", "species": ["Sn", "C", "C", "C", "C", "C", "N", "C", "N", "C", "C", "C", "C", "C", "C", "C", "C", "N", "C", "N", "C", "N", "C", "N", "C", "N", "C", "C", "C", "C", "C", "C", "C", "C", "C", "C", "C", "C", "N", "C", "C", "H", "H", "H", "H", "H", "H", "H", "H", "H", "H", "H", "H", "H", "H", "H", "H", "S", "C", "C", "C", "C", "C", "C", "N", "C", "C", "C", "C", "C", "C", "C", "H", "H", "H", "H", "H", "H", "H", "H", "N", "C"], "xyz": [[-0.5718, -1.3594, 0.1374], [7.5972, -1.1868, 0.8532], [7.6348, 0.2053, 0.8889], [6.4691, 0.9634, 0.7985], [5.2793, 0.2784, 0.6799], [3.8622, 0.7170, 0.5580], [3.0306, -0.4201, 0.4581], [3.8130, -1.4574, 0.4705], [3.3988, -2.7681, 0.3994], [2.6676, -3.0460, -0.6160], [1.8090, -4.2528, -0.8075], [1.6627, -5.4271, -0.1083], [0.6586, -6.3023, -0.5304], [-0.1800, -5.9790, -1.5892], [-0.0468, -4.7696, -2.2743], [0.9715, -3.9342, -1.8756], [1.3957, -2.5698, -2.3014], [0.8060, -1.7472, -3.1970], [0.6740, -0.5350, -2.7570], [0.4235, -0.1968, -1.4667], [0.4334, 1.1751, -1.3180], [-0.8285, 1.6989, -0.6106], [0.0234, 2.6356, 0.0944], [1.1381, 1.9177, -0.2071], [2.2069, 2.3674, 0.5081], [3.5135, 1.9398, 0.5663], [1.6916, 3.4088, 1.2986], [2.3493, 4.2338, 2.2489], [1.6252, 5.1605, 2.9287], [0.2188, 5.3147, 2.7017], [-0.4521, 4.5522, 1.8008], [0.2754, 3.5660, 1.0763], [0.6497, 1.7615, -2.6878], [0.7763, 3.0687, -3.1058], [0.9593, 3.2798, -4.4701], [1.0321, 2.2125, -5.3623], [0.9338, 0.8972, -4.9195], [0.7340, 0.7005, -3.5689], [2.4493, -2.1624, -1.6476], [5.2442, -1.1061, 0.6406], [6.3898, -1.8694, 0.7236], [8.5216, -1.7441, 0.9242], [8.5897, 0.7041, 0.9877], [6.4901, 2.0445, 0.8194], [2.2926, -5.6567, 0.7403], [0.5202, -7.2424, -0.0130], [-0.9618, -6.6693, -1.8762], [-0.7249, -4.4882, -3.0679], [3.4109, 4.1099, 2.4137], [2.1116, 5.8005, 3.6522], [-0.3198, 6.0660, 3.2645], [-1.5118, 4.6882, 1.6325], [0.7393, 3.8935, -2.4051], [1.0541, 4.2905, -4.8438], [1.1803, 2.4125, -6.4149], [1.0097, 0.0585, -5.5972], [6.3490, -2.9496, 0.6902], [-1.8360, 0.9790, 4.2961], [-0.3183, 0.3350, 4.8286], [0.1348, 0.1055, 6.1260], [1.3949, -0.4342, 6.2829], [2.1943, -0.7471, 5.1744], [1.7462, -0.5223, 3.8910], [0.4764, 0.0283, 3.7190], [-0.1016, 0.3184, 2.4935], [-1.2793, 0.8199, 2.6521], [-2.0392, 1.2776, 1.4814], [-2.9489, 2.2575, 1.5737], [-3.6169, 2.7990, 0.3994], [-3.2799, 2.3967, -0.8273], [-2.2198, 1.3863, -1.0029], [-1.6266, 0.6755, 0.1878], [-0.4780, 0.3434, 6.9846], [1.7710, -0.6203, 7.2797], [3.1764, -1.1723, 5.3316], [2.3397, -0.7601, 3.0205], [-3.1955, 2.6743, 2.5427], [-4.4076, 3.5240, 0.5392], [-3.8110, 2.7373, -1.7047], [-2.2166, 0.8297, -1.9361], [-2.8004, -2.0557, -2.3885], [-2.0478, -1.8246, -1.5430]], "atomic_forces_ev_per_a": [[-0.1, -0.2, -0.2], [0.0, 0.0, 0.0], [0.0, 0.0, 0.0], [0.0, 0.0, 0.0], [-0.1, 0.1, 0.0], [0.0, -0.3, 0.0], [0.0, 0.2, 0.1], [0.3, -0.1, 0.1], [-0.2, 0.2, 0.0], [-0.1, -0.3, 0.0], [0.1, 0.0, 0.0], [0.0, 0.0, 0.0], [0.0, 0.0, 0.0], [0.0, 0.0, 0.0], [0.0, 0.0, 0.0], [0.0, 0.1, -0.1], [-0.1, -0.2, 0.1], [0.3, 0.2, 0.0], [-0.2, -0.2, -0.3], [0.4, 0.1, 0.4], [-0.1, 0.1, 0.0], [-0.1, -0.1, 0.2], [-0.2, -0.1, 0.0], [0.1, 0.1, -0.2], [0.1, 0.0, 0.2], [0.0, 0.1, -0.1], [0.1, 0.2, 0.1], [0.0, -0.1, -0.1], [-0.1, 0.0, 0.0], [0.1, 0.0, 0.1], [0.0, -0.1, -0.1], [0.0, 0.1, -0.1], [0.0, 0.1, 0.1], [0.0, 0.0, 0.0], [0.0, 0.0, 0.0], [0.0, 0.0, 0.0], [0.0, 0.1, 0.0], [0.0, -0.1, -0.1], [0.0, 0.1, -0.1], [-0.1, -0.1, -0.1], [0.0, 0.0, 0.0], [0.0, 0.0, 0.0], [0.0, 0.0, 0.0], [0.0, 0.0, 0.0], [0.0, 0.0, 0.0], [0.0, 0.0, 0.0], [0.0, 0.0, 0.0], [0.0, 0.0, 0.0], [0.0, 0.0, 0.0], [0.0, 0.0, 0.0], [0.0, 0.0, 0.0], [0.0, 0.0, 0.0], [0.0, 0.0, 0.0], [0.0, 0.0, 0.0], [0.0, 0.0, 0.0], [0.0, 0.0, 0.0], [0.0, 0.0, 0.0], [0.0, 0.0, 0.0], [0.0, 0.0, 0.1], [0.0, 0.0, 0.0], [0.0, 0.0, 0.0], [0.0, 0.0, 0.0], [0.0, 0.0, 0.0], [0.0, 0.0, -0.1], [0.0, 0.0, 0.2], [-0.1, 0.1, -0.2], [0.2, -0.1, 0.2], [-0.2, 0.1, -0.1], [0.0, 0.0, 0.1], [0.0, -0.1, 0.0], [0.1, 0.1, 0.0], [-0.1, 0.2, -0.2], [0.0, 0.0, 0.0], [0.0, 0.0, 0.0], [0.0, 0.0, 0.0], [0.0, 0.0, -0.1], [0.0, 0.0, 0.0], [0.0, 0.0, 0.0], [0.0, 0.0, 0.0], [0.0, 0.0, 0.0], [-0.1, 0.0, -0.1], [0.1, -0.1, 0.1]], "e_above_lowest_kcal_mol": 61.82, "e_tot_ha": -2927.31657, "orbital_gap_ha": 0.234, "spin_multiplicity": 1}